{"formula": "C16H32AsBF6N8O2S3Sn", "method": "ωB97M-V/def2-TZVPD", "elements": ["Sn", "C", "C", "N", "C", "C", "S", "C", "C", "N", "H", "H", "H", "H", "H", "H", "H", "H", "H", "H", "H", "H", "H", "H", "C", "N", "C", "C", "N", "B", "N", "C", "C", "N", "C", "C", "S", "C", "S", "H", "H", "H", "H", "H", "H", "H", "H", "H", "H", "H", "H", "C", "O", "C", "O", "N", "N", "H", "H", "H", "H", "H", "H", "F", "As", "F", "F", "F", "F", "F"], "positions_angstrom": [[0.248, 0.096, -0.179], [-1.212, -2.481, -1.305], [-0.211, -2.422, -2.452], [0.859, -1.456, -2.157], [1.409, -0.797, -3.342], [0.399, 0.118, -4.037], [-0.634, 1.093, -2.908], [-2.205, 0.159, -2.915], [-2.646, -0.420, -1.573], [-1.606, -1.139, -0.815], [-2.098, -3.048, -1.600], [-0.736, -3.000, -0.475], [0.200, -3.423, -2.590], [-0.706, -2.149, -3.382], [1.627, -1.954, -1.715], [2.270, -0.216, -3.011], [1.771, -1.524, -4.077], [0.927, 0.838, -4.660], [-0.271, -0.436, -4.693], [-2.973, 0.856, -3.241], [-2.121, -0.613, -3.678], [-2.985, 0.399, -0.940], [-3.495, -1.085, -1.756], [-1.966, -1.263, 0.127], [3.950, 2.190, 1.328], [3.002, 3.230, 0.927], [3.185, 4.117, -0.065], [2.067, 4.929, -0.096], [1.217, 4.535, 0.861], [-0.157, 5.327, 1.071], [-1.229, 4.480, 1.804], [-1.916, 4.898, 2.931], [-2.897, 4.009, 3.177], [-2.806, 3.042, 2.184], [-3.702, 1.915, 2.001], [-1.793, 3.354, 1.348], [-1.348, 2.483, -0.071], [1.783, 3.485, 1.529], [1.201, 2.641, 2.839], [4.869, 2.333, 0.767], [3.548, 1.204, 1.120], [4.158, 2.274, 2.389], [4.072, 4.121, -0.679], [1.830, 5.751, -0.754], [0.104, 6.306, 1.730], [-0.566, 5.599, -0.032], [-1.639, 5.790, 3.466], [-3.637, 3.972, 3.958], [-4.389, 1.878, 2.843], [-3.127, 0.994, 1.943], [-4.267, 2.031, 1.078], [-2.835, -1.970, 3.291], [-1.476, -1.754, 3.707], [-0.681, -1.092, 2.876], [-1.051, -0.664, 1.772], [0.547, -0.958, 3.383], [1.529, -0.321, 2.627], [-3.307, -2.485, 4.118], [-2.866, -2.591, 2.399], [-3.332, -1.024, 3.103], [0.769, -1.463, 4.226], [2.247, -0.984, 2.351], [1.941, 0.421, 3.178], [1.209, -2.206, 0.453], [2.701, -3.206, 0.638], [3.471, -1.768, 1.227], [3.131, -2.728, -0.973], [4.113, -4.127, 0.825], [1.801, -4.519, 0.007], [2.169, -3.534, 2.243]], "lowdin_charge": [1.17, -0.16, -0.17, -0.18, -0.26, -0.43, 0.82, -0.41, -0.25, -0.18, 0.13, 0.11, 0.14, 0.10, 0.05, 0.12, 0.13, 0.08, 0.08, 0.09, 0.07, 0.07, 0.13, 0.08, 0.00, -0.10, 0.02, -0.01, 0.02, -0.42, -0.03, -0.05, -0.03, -0.11, -0.02, -0.71, 0.55, -0.70, 0.90, 0.10, 0.08, 0.09, 0.14, 0.14, 0.08, 0.08, 0.13, 0.12, 0.10, 0.06, 0.09, -0.01, 0.01, -0.54, -0.12, 0.05, -0.01, 0.10, 0.10, 0.08, 0.17, 0.04, 0.00, -0.37, 0.73, -0.25, -0.23, -0.19, -0.21, -0.22], "orbital_gap_ev": [8.124, 4.838], "max_force_ev_per_a": 0.7, "multiplicity": 2, "relative_energy_kcal_mol": 0.3, "total_charge": 1, "s_squared": 0.772, "total_energy_ev": -149285.0743, "homo_ev": [-10.3, -10.2]}

---

{"formula": "C16H32B2F4N4O20Tl", "method": "ωB97M-V/def2-TZVPD", "elements": ["Tl", "B", "H", "H", "H", "H", "B", "H", "H", "H", "H", "C", "C", "O", "C", "O", "O", "F", "H", "H", "H", "C", "C", "O", "C", "O", "O", "F", "H", "H", "H", "C", "C", "O", "C", "O", "O", "F", "H", "H", "H", "C", "C", "O", "C", "O", "O", "F", "H", "H", "H", "C", "N", "O", "O", "H", "H", "H", "C", "N", "O", "O", "H", "H", "H", "C", "N", "O", "O", "H", "H", "H", "C", "N", "O", "O", "H", "H", "H"], "positions_angstrom": [[2.762, 0.793, 0.861], [4.038, 2.303, -1.425], [4.651, 2.720, -2.209], [3.563, 3.143, -0.942], [3.233, 1.768, -1.905], [4.661, 1.689, -0.794], [0.143, 0.112, -0.353], [-0.886, 0.021, -0.665], [0.486, -0.782, 0.144], [0.837, 0.322, -1.152], [0.214, 0.923, 0.355], [-1.332, 4.535, 3.778], [-2.012, 3.226, 3.316], [-1.165, 2.829, 2.348], [0.070, 3.435, 2.428], [1.057, 3.160, 1.782], [-0.003, 4.446, 3.220], [-3.078, 3.683, 2.666], [-1.297, 4.587, 4.866], [-1.873, 5.435, 3.484], [-2.342, 2.470, 4.029], [-3.318, 0.701, -1.117], [-2.972, 1.696, -0.030], [-4.012, 1.575, 0.863], [-5.035, 0.910, 0.266], [-6.061, 0.561, 0.835], [-4.732, 0.688, -1.046], [-2.840, 2.841, -0.592], [-2.949, -0.321, -1.027], [-2.886, 1.037, -2.060], [-2.026, 1.565, 0.494], [-0.267, -3.560, -0.776], [-1.390, -4.288, -1.436], [-0.590, -5.091, -2.333], [0.537, -5.405, -1.749], [1.306, -6.311, -2.090], [0.705, -4.599, -0.634], [-2.164, -3.470, -2.213], [-0.615, -3.121, 0.159], [0.109, -2.745, -1.396], [-2.083, -4.886, -0.844], [-2.225, -2.569, 3.679], [-2.920, -1.499, 2.863], [-1.970, -0.598, 2.443], [-0.787, -0.978, 2.854], [0.297, -0.418, 2.605], [-0.845, -2.174, 3.461], [-3.763, -0.856, 3.742], [-2.507, -3.577, 3.376], [-2.384, -2.517, 4.756], [-3.491, -1.908, 2.029], [3.616, -3.844, -1.665], [2.915, -2.579, -2.184], [2.447, -2.568, -3.281], [2.977, -1.653, -1.377], [3.119, -4.178, -0.755], [4.540, -3.366, -1.342], [3.874, -4.629, -2.376], [0.476, 1.268, -3.731], [0.220, 2.089, -4.983], [-0.809, 1.874, -5.533], [1.039, 2.897, -5.425], [0.070, 0.282, -3.954], [-0.192, 1.658, -2.963], [1.531, 1.227, -3.460], [1.381, 5.314, -2.113], [0.444, 4.655, -1.158], [-0.345, 5.375, -0.558], [0.571, 3.469, -0.954], [1.823, 4.560, -2.765], [2.222, 5.768, -1.590], [0.798, 5.989, -2.739], [2.103, -3.937, 2.659], [2.976, -3.235, 1.677], [2.616, -2.118, 1.339], [4.014, -3.798, 1.371], [2.727, -4.328, 3.463], [1.323, -4.625, 2.332], [1.672, -3.066, 3.152]], "lowdin_charge": [1.41, -0.27, 0.10, -0.03, -0.05, -0.05, -0.35, 0.03, -0.02, -0.03, 0.00, 0.01, -0.34, 0.12, -0.53, 0.07, 0.14, 0.09, 0.14, 0.15, 0.18, -0.07, -0.43, 0.14, -0.48, 0.15, 0.10, 0.15, 0.12, 0.15, 0.13, -0.08, -0.25, 0.16, -0.52, 0.15, 0.03, 0.07, 0.13, 0.13, 0.18, 0.00, -0.29, 0.17, -0.51, 0.07, 0.07, 0.07, 0.14, 0.15, 0.18, 0.07, -0.41, 0.12, -0.01, 0.06, 0.10, 0.11, 0.05, -0.44, 0.09, 0.05, 0.10, 0.08, 0.09, 0.06, -0.41, 0.08, 0.04, 0.09, 0.11, 0.11, 0.07, -0.39, -0.04, 0.11, 0.11, 0.11, 0.08], "orbital_gap_ev": 2.974, "max_force_ev_per_a": 5.9, "multiplicity": 1, "total_charge": 1, "total_energy_ev": -80906.2425, "homo_ev": -12.9}